A cluster of 2 separate species, ClHNO2S in total in a non-equilibrium geometry. Source: the OMol25 dataset; level of theory: the ωB97M-V functional and the def2-TZVPD basis.

```
6
Properties=species:S:1:pos:R:3:forces:R:3:mulliken_charge:R:1
N 1.275 0.030 0.382 -0.5 2.9 0.2 -0.57
O -0.700 0.007 -2.134 -0.2 -0.5 1.4 -0.51
O -2.018 0.270 -0.086 0.0 0.1 0.2 -0.47
S -0.964 -0.464 -0.758 1.1 0.7 -1.1 0.64
Cl 1.044 -0.960 1.829 0.0 0.3 0.1 -0.24
H 1.364 1.118 0.766 -0.5 -3.4 -0.8 0.15
```
Forces are in eV/Å.

Computed properties:
Multiplicity ... 1
Frontier orbital gap (alpha / beta) ... 7.21 / 7.21 eV
Maximum force ... 3.6 eV/Å
Charge ... -1
E ... -1064.198543 a.u.



A cluster of 2 separate species, C5H10NO in total in a non-equilibrium geometry. Source: the OMol25 dataset; level of theory: the ωB97M-V functional and the def2-TZVPD basis.

```
17
Properties=species:S:1:pos:R:3:forces:R:3:mulliken_charge:R:1
C 3.076 1.826 -0.503 -1.0 0.9 1.3 0.12
C 2.185 1.805 0.313 2.0 -1.0 -2.2 -0.33
C -1.375 -1.546 -0.764 3.5 -0.9 -2.1 -0.92
C -0.298 -0.741 -0.113 0.6 -0.1 2.1 -0.45
C 1.205 1.686 1.240 -1.2 -0.7 -0.3 0.04
N -0.570 0.695 0.041 3.7 0.0 -2.8 -0.48
O 1.234 0.909 2.241 -1.7 0.9 1.5 -0.30
H 3.809 2.321 -1.056 1.0 -0.2 -1.0 0.41
H -1.854 -0.851 -1.412 -0.7 -0.3 -1.2 0.28
H -0.700 -2.387 -1.248 -2.3 1.4 0.4 0.26
H -2.026 -1.939 -0.072 -1.6 -0.9 1.4 0.31
H 0.675 -0.950 -0.561 0.0 0.8 -0.5 0.36
H -0.156 -1.202 0.867 0.0 0.4 0.5 0.31
H 0.589 2.516 1.312 -1.4 1.4 0.6 0.40
H -0.530 1.161 -0.913 -0.8 -0.4 2.1 0.31
H -1.171 1.005 0.740 -1.8 0.4 0.7 0.28
H 1.778 0.162 2.159 1.7 -1.8 -0.3 0.38
```
Forces are in eV/Å.

Computed properties:
Multiplicity ... 1
Frontier orbital gap (alpha / beta) ... 8.47 / 8.47 eV
Maximum force ... 4.7 eV/Å
Charge ... +1
E ... -326.098065 a.u.



An isolated molecule of C3H7Cl3Si in a non-equilibrium geometry. Source: the OMol25 dataset; level of theory: the ωB97M-V functional and the def2-TZVPD basis.

```
14
Properties=species:S:1:pos:R:3:forces:R:3:mulliken_charge:R:1
C 0.285 -1.873 0.520 -0.1 1.2 -0.1 -0.94
Si -0.016 -0.039 0.342 -2.4 0.3 1.0 0.51
Cl -0.515 0.390 2.366 0.1 0.2 -0.5 -0.33
C -1.546 0.492 -0.628 -1.2 -0.8 -0.3 -0.63
Cl -1.206 1.052 -2.323 -0.1 0.0 0.6 -0.19
C 1.344 1.090 -0.165 1.6 -0.8 -0.3 -0.53
Cl 1.194 2.751 -0.744 -0.5 0.2 0.3 -0.14
H 0.749 -2.224 -0.374 0.7 -0.7 -0.4 0.34
H 0.910 -1.817 1.403 0.5 -0.8 0.0 0.27
H -0.597 -2.477 0.740 0.0 0.4 0.0 0.31
H -2.018 1.229 0.017 0.2 0.9 -0.4 0.32
H -2.410 -0.198 -0.760 1.0 -0.1 0.2 0.36
H 2.098 1.112 0.642 -0.2 -0.2 -0.5 0.35
H 1.727 0.514 -1.034 0.4 0.3 0.4 0.30
```
Forces are in eV/Å.

Computed properties:
Multiplicity ... 1
Frontier orbital gap ... 10.77 eV
SMILES ... C[Si](Cl)(CCl)CCl
Maximum force ... 2.6 eV/Å
Charge ... 0
E ... -1788.629712 a.u.



The ion C6H11O with charge +1 in a non-equilibrium geometry. Source: the OMol25 dataset; level of theory: the ωB97M-V functional and the def2-TZVPD basis.

```
18
Properties=species:S:1:pos:R:3:forces:R:3:mulliken_charge:R:1
C 0.799 0.547 0.289 2.4 -2.0 -0.8 -0.17
C -0.264 1.345 0.541 -3.2 1.9 2.2 -0.42
C -2.195 -0.436 -0.415 -2.7 -2.5 -0.8 -0.30
C 1.063 -0.556 1.025 3.0 0.8 -1.5 0.24
C -1.915 0.335 -1.599 3.4 -2.2 -5.7 -0.19
C 2.443 -1.013 0.703 3.8 -0.8 0.3 -1.19
O -1.699 0.859 -0.316 0.6 2.5 0.3 -0.15
H -0.946 -0.006 -2.295 -1.4 0.6 2.9 0.19
H 1.628 0.833 -0.451 -1.7 -0.2 1.0 0.24
H -0.883 1.221 1.510 1.5 0.4 -1.5 0.25
H -0.083 2.368 0.213 -0.9 0.0 0.0 0.28
H -3.237 -0.544 -0.102 0.3 0.5 0.2 0.26
H -1.695 -1.386 -0.271 1.1 0.5 0.5 0.26
H 0.581 -1.027 1.849 -0.9 0.1 0.4 0.44
H -2.413 0.640 -2.557 -1.3 1.0 2.3 0.29
H 2.803 -1.981 1.217 -0.9 1.3 -1.2 0.32
H 3.289 -0.259 1.090 -2.1 -1.2 -0.3 0.33
H 2.725 -0.940 -0.429 -0.9 -0.7 2.0 0.32
```
Forces are in eV/Å.

Computed properties:
Multiplicity ... 1
Frontier orbital gap ... 9.68 eV
Maximum force ... 7.0 eV/Å
Charge ... +1
E ... -309.993013 a.u.